The following is a DFT calculation (ωB97M-V with the def2-TZVPD basis set) of C25H18Br3N6O3S2Ti as an isolated structure.

Its energy above the lowest of the compared OMol25 structures with the same formula, charge and spin is 15.4 kcal/mol. The highest occupied orbital energy (spin up / spin down) comes out at -0.1116 / -0.1673 hartree. For the lowest unoccupied orbital energy (spin up / spin down), the calculation gives 2.023 / 2.020 eV. Its multiplicity is 3. Its total charge is -1. The value obtained for the total energy is -296218.7168 eV. As for the orbital gap (spin up / spin down): 0.1859 / 0.2415 Eh.

Structure (XYZ):
```
58
C25H18Br3N6O3S2Ti (ωB97M-V with the def2-TZVPD basis set)
Ti -0.09 0.20 0.09
C 2.59 -4.04 -1.85
C 2.77 -2.84 -0.98
C 3.91 -2.63 -0.20
C 4.03 -1.50 0.59
C 2.98 -0.59 0.59
Br 3.18 1.00 1.56
N 1.87 -0.79 -0.10
C 1.77 -1.88 -0.88
H 3.54 -4.49 -2.12
H 2.04 -3.78 -2.75
H 1.99 -4.80 -1.33
H 4.72 -3.35 -0.22
H 4.91 -1.30 1.18
H 0.87 -1.97 -1.47
S -1.21 -2.12 0.49
C -1.01 -3.36 -0.73
C -0.69 -4.64 -0.27
C -0.46 -5.70 -1.13
C -0.10 -6.98 -0.59
N 0.18 -7.99 -0.14
C -0.56 -5.49 -2.52
C -0.88 -4.23 -2.98
C -1.11 -3.14 -2.13
S -1.51 -1.61 -2.83
C -0.31 -6.54 -3.44
N -0.12 -7.38 -4.21
H -0.60 -4.79 0.80
H -0.97 -4.06 -4.05
C -4.57 0.88 -1.31
O -3.47 1.38 -2.09
C -2.28 1.21 -1.52
O -2.14 0.82 -0.37
N -1.26 1.59 -2.34
N -0.01 0.99 -2.08
H -5.45 1.07 -1.91
H -4.63 1.41 -0.36
H -4.43 -0.18 -1.14
H -1.55 1.62 -3.31
H 0.71 1.70 -2.18
H 0.10 0.19 -2.71
Br -0.52 5.21 0.39
C -0.63 3.92 1.77
C -1.04 4.31 3.04
C -1.08 3.38 4.06
Br -1.63 3.97 5.79
C -0.74 2.02 3.86
C -0.68 1.02 4.86
C -0.26 -0.25 4.49
C 0.03 -0.55 3.17
N -0.07 0.36 2.18
C -0.38 1.65 2.54
C -0.27 2.60 1.50
O 0.16 2.18 0.34
H -1.32 5.33 3.23
H -0.95 1.26 5.88
H -0.18 -1.04 5.22
H 0.29 -1.55 2.85
```


The following is a DFT calculation (ωB97M-V with the def2-TZVPD basis set) of C36H76AlBNO12 as an isolated structure.

The highest occupied orbital energy comes out at -0.1341 hartree. For the lowest unoccupied orbital energy, the calculation gives 1.510 eV. Its multiplicity is 1. Its total charge is -1. The value obtained for the total energy is -71898.4888 eV. As for the orbital gap: 0.1896 Eh.

Structure (XYZ):
```
127
C36H76AlBNO12 (ωB97M-V with the def2-TZVPD basis set)
C 5.28 -2.11 3.85
O 5.55 -1.85 2.50
C 4.48 -1.20 1.80
Al 4.87 -0.98 -0.20
C 5.46 0.92 -0.61
C 4.42 2.06 -0.70
C 3.10 1.86 0.05
C 1.91 1.48 -0.84
N 0.86 0.75 -0.10
C 0.64 -0.61 -0.51
C 0.17 -1.50 0.61
O 0.78 -0.98 -1.65
B 6.30 -2.49 -0.87
C 6.69 -3.81 -0.08
O 6.96 -2.37 -2.12
H 6.21 -2.06 4.42
H 4.84 -3.10 3.99
H 4.58 -1.36 4.26
H 3.55 -1.78 1.97
H 4.32 -0.22 2.28
H 3.47 -1.26 -1.01
H 5.99 0.85 -1.58
H 6.24 1.21 0.11
H 4.87 2.97 -0.29
H 4.19 2.29 -1.75
H 2.83 2.81 0.52
H 3.20 1.13 0.86
H 2.22 0.92 -1.73
H 1.47 2.42 -1.19
H -0.03 1.22 -0.20
H 0.92 -1.49 1.41
H -0.01 -2.51 0.26
H -0.75 -1.09 1.03
H 7.56 -3.61 0.57
H 5.88 -4.12 0.58
H 6.95 -4.63 -0.77
H 6.32 -2.25 -2.83
C -3.23 -3.93 4.43
C -2.72 -3.06 3.31
O -1.83 -3.42 2.57
C -3.36 -1.70 3.17
H -2.69 -4.87 4.44
H -3.10 -3.42 5.39
H -4.30 -4.11 4.30
H -3.24 -1.13 4.10
H -4.44 -1.82 3.02
H -2.91 -1.16 2.35
C 4.61 -7.55 4.69
C 4.59 -6.07 5.02
O 5.59 -5.47 5.31
C 3.24 -5.39 4.95
H 5.63 -7.92 4.77
H 3.96 -8.10 5.37
H 4.24 -7.70 3.68
H 2.54 -5.87 5.64
H 2.83 -5.48 3.94
H 3.34 -4.34 5.20
C 1.36 4.60 -3.62
C 2.07 5.36 -2.53
O 2.51 4.81 -1.55
C 2.24 6.85 -2.73
H 1.31 3.54 -3.35
H 0.35 4.99 -3.75
H 1.88 4.71 -4.57
H 1.27 7.34 -2.81
H 2.80 7.05 -3.65
H 2.80 7.25 -1.89
C -7.74 -3.23 6.26
C -7.25 -2.39 5.11
O -6.39 -2.78 4.36
C -7.89 -1.03 4.95
H -7.21 -4.18 6.28
H -7.59 -2.70 7.20
H -8.82 -3.42 6.16
H -7.74 -0.43 5.84
H -8.97 -1.14 4.81
H -7.46 -0.52 4.09
C -7.23 3.01 8.22
C -8.03 2.90 6.95
O -7.88 1.98 6.18
C -9.03 4.00 6.68
H -6.55 2.17 8.31
H -6.67 3.95 8.23
H -7.90 3.03 9.08
H -8.51 4.97 6.64
H -9.76 4.06 7.49
H -9.53 3.82 5.73
C 1.74 0.56 -4.52
C 1.15 0.71 -5.89
O 1.15 1.76 -6.49
C 0.51 -0.53 -6.48
H 2.16 1.50 -4.18
H 0.98 0.22 -3.80
H 2.52 -0.21 -4.51
H -0.28 -0.90 -5.82
H 1.26 -1.33 -6.55
H 0.11 -0.31 -7.46
C -3.65 0.51 -4.67
C -3.65 1.99 -4.92
O -4.66 2.66 -4.88
C -2.31 2.59 -5.25
H -4.66 0.17 -4.45
H -3.29 -0.03 -5.55
H -2.99 0.27 -3.83
H -1.89 2.12 -6.14
H -1.61 2.40 -4.43
H -2.40 3.66 -5.41
C 6.70 6.14 -0.25
C 5.91 6.25 -1.53
O 5.32 7.26 -1.83
C 5.89 5.02 -2.41
H 6.65 7.07 0.30
H 6.31 5.32 0.36
H 7.75 5.90 -0.47
H 5.46 4.18 -1.87
H 6.91 4.75 -2.70
H 5.29 5.22 -3.30
C -4.91 -3.83 -7.90
C -4.86 -2.40 -7.43
O -3.87 -1.93 -6.93
C -6.12 -1.58 -7.61
H -3.95 -4.31 -7.71
H -5.70 -4.37 -7.37
H -5.14 -3.87 -8.97
H -6.95 -2.05 -7.07
H -6.39 -1.54 -8.67
H -5.97 -0.57 -7.23
```


The following is a DFT calculation (ωB97M-V with the def2-TZVPD basis set) of one molecule with the formula C16H14FN3O2 at a distorted geometry.

Its SMILES is [H]/N=C(/C)C[C@@](C#N)(C=C)[C@@](F)(C#N)OC(=O)c1ccccc1. The highest occupied orbital energy comes out at -0.3327 hartree. For the lowest unoccupied orbital energy, the calculation gives -1.263 eV. Its multiplicity is 1. Its total charge is 0. The value obtained for the total energy is -28090.2364 eV. As for the orbital gap: 0.2863 Eh.

Structure (XYZ):
```
36
C16H14FN3O2 (ωB97M-V with the def2-TZVPD basis set)
H -1.98 3.05 -2.30
N -2.70 2.91 -1.58
C -2.34 1.91 -0.77
C -3.41 1.55 0.38
C -0.95 1.15 -1.01
C 0.35 1.95 -0.50
C 0.45 3.42 -1.17
N 0.33 4.52 -1.64
C 0.33 2.22 1.10
C -0.33 1.39 2.07
C 1.72 1.18 -0.98
F 2.48 2.05 -1.85
C 2.56 0.85 0.36
N 3.29 0.90 1.31
O 1.45 0.00 -1.74
C 2.27 -1.11 -1.35
O 3.47 -1.28 -1.70
C 1.54 -2.22 -0.43
C 0.07 -2.57 -0.87
C -0.76 -3.59 -0.05
C -0.16 -4.26 1.21
C 1.32 -3.92 1.61
C 2.20 -2.89 0.81
H -4.05 0.67 0.00
H -2.94 1.20 1.36
H -4.15 2.42 0.54
H -0.87 0.97 -2.15
H -1.02 0.15 -0.43
H 0.86 3.16 1.46
H -1.24 1.78 2.66
H 0.09 0.35 2.32
H -0.37 -2.05 -1.80
H -1.83 -3.82 -0.40
H -0.76 -5.00 1.83
H 1.81 -4.42 2.53
H 3.27 -2.63 1.14
```


The following is a DFT calculation (ωB97M-V with the def2-TZVPD basis set) of a 3-piece molecular cluster, C3H12N2O2 overall at a distorted geometry.

Its energy above the lowest of the compared OMol25 structures with the same formula, charge and spin is 59.4 kcal/mol. The highest occupied orbital energy (spin up / spin down) comes out at 0.0253 / -0.1784 hartree. For the lowest unoccupied orbital energy (spin up / spin down), the calculation gives 3.395 / 3.668 eV. Its multiplicity is 2. Its total charge is -1. The value obtained for the total energy is -10377.2826 eV. As for the orbital gap (spin up / spin down): 0.0995 / 0.3132 Eh.

Structure (XYZ):
```
19
C3H12N2O2 (ωB97M-V with the def2-TZVPD basis set)
C 2.02 0.57 2.43
C 1.07 -0.12 1.41
N -0.26 -0.45 -1.18
C 1.05 0.08 -1.00
N 1.49 0.74 0.10
H 3.04 0.66 1.94
H 1.62 1.74 2.68
H 1.89 0.02 3.35
H 1.41 -1.18 1.39
H 0.02 -0.16 1.62
H -0.86 -0.18 -0.42
H -0.56 -0.98 -2.06
H 1.64 -0.08 -1.99
H -5.69 -3.87 -0.73
H -5.40 -3.09 -2.01
O -5.28 -4.04 -1.61
H 0.84 2.61 0.01
H 1.25 3.78 -0.89
O 1.20 3.49 0.06
```


The following is a DFT calculation (ωB97M-V with the def2-TZVPD basis set) of a 2-piece molecular cluster, C6H16 overall at a distorted geometry.

Its energy above the lowest of the compared OMol25 structures with the same formula, charge and spin is 5.9 kcal/mol. The highest occupied orbital energy (spin up / spin down) comes out at -0.5548 / -0.5543 hartree. For the lowest unoccupied orbital energy (spin up / spin down), the calculation gives -2.831 / -10.106 eV. Its multiplicity is 2. Its total charge is +1. The value obtained for the total energy is -6470.6097 eV. As for the orbital gap (spin up / spin down): 0.4508 / 0.1829 Eh.

Structure (XYZ):
```
22
C6H16 (ωB97M-V with the def2-TZVPD basis set)
C -0.12 1.11 -0.64
C -1.15 1.56 -1.65
C 1.24 1.93 -0.53
C -0.74 1.01 0.70
H 0.36 0.17 -1.08
H -0.69 1.72 -2.62
H -1.70 2.44 -1.29
H 0.92 2.97 -0.63
H 1.73 1.82 0.43
H 1.94 1.70 -1.34
H -1.82 1.13 0.64
H -0.51 0.10 1.28
H -0.29 1.74 1.41
H -1.84 0.75 -1.88
C -0.06 -2.64 1.57
C 0.78 -2.41 0.30
H -0.46 -1.70 1.92
H -0.95 -3.14 1.17
H 0.40 -3.32 2.28
H 1.22 -3.31 -0.11
H 1.61 -1.72 0.52
H 0.13 -1.93 -0.43
```


The following is a DFT calculation (ωB97M-V with the def2-TZVPD basis set) of a 2-piece molecular cluster, C4H12NO overall at a distorted geometry.

Its energy above the lowest of the compared OMol25 structures with the same formula, charge and spin is 36.3 kcal/mol. The highest occupied orbital energy comes out at -0.5357 hartree. For the lowest unoccupied orbital energy, the calculation gives -3.334 eV. Its multiplicity is 1. Its total charge is +1. The value obtained for the total energy is -7872.7152 eV. As for the orbital gap: 0.4131 Eh.

Structure (XYZ):
```
18
C4H12NO (ωB97M-V with the def2-TZVPD basis set)
C -2.25 1.55 1.11
C -1.19 2.00 0.12
C -0.34 0.83 -0.43
C -0.61 -0.37 0.05
N 0.37 -1.51 -0.22
H -3.07 0.88 0.76
H -1.84 0.88 1.87
H -2.66 2.45 1.59
H -1.58 2.61 -0.71
H -0.58 2.68 0.73
H 0.48 0.95 -1.13
H -1.45 -0.88 0.48
H 0.51 -2.23 0.48
H 1.29 -1.03 -0.27
H 0.33 -1.94 -1.15
H 3.29 -2.64 -0.92
H 3.98 -1.49 -0.23
O 3.13 -1.76 -0.58
```


The following is a DFT calculation (ωB97M-V with the def2-TZVPD basis set) of C3H3N3O2 as an isolated structure at a distorted geometry.

Its energy above the lowest of the compared OMol25 structures with the same formula, charge and spin is 192.0 kcal/mol. The highest occupied orbital energy comes out at -0.3421 hartree. For the lowest unoccupied orbital energy, the calculation gives -0.862 eV. Its multiplicity is 1. Its total charge is 0. The value obtained for the total energy is -11717.6324 eV. As for the orbital gap: 0.3105 Eh.

Structure (XYZ):
```
11
C3H3N3O2 (ωB97M-V with the def2-TZVPD basis set)
C 1.33 -0.65 0.34
C 0.16 1.20 0.16
C -2.00 -0.11 -0.30
H 3.12 -0.69 -0.43
H -0.41 2.10 -0.06
H -2.69 0.80 -1.04
N 2.39 -1.41 -0.35
N 1.36 0.82 0.05
N -0.62 0.16 0.83
O -2.62 -1.19 -0.04
O -0.01 -1.05 0.85
```


The following is a DFT calculation (ωB97M-V with the def2-TZVPD basis set) of C2H5N4O2 as an isolated structure at a distorted geometry.

Its energy above the lowest of the compared OMol25 structures with the same formula, charge and spin is 53.4 kcal/mol. The highest occupied orbital energy comes out at -0.1471 hartree. For the lowest unoccupied orbital energy, the calculation gives 4.259 eV. Its multiplicity is 1. Its total charge is -1. The value obtained for the total energy is -12205.1095 eV. As for the orbital gap: 0.3036 Eh.

Structure (XYZ):
```
13
C2H5N4O2 (ωB97M-V with the def2-TZVPD basis set)
C 1.29 -0.97 0.37
C 0.22 -0.28 -0.37
N -0.97 -1.00 -0.46
N 0.57 2.01 -0.47
N 0.20 1.05 0.24
N -2.00 -0.33 -0.07
O -1.84 0.84 0.47
O -3.17 -0.75 -0.23
H 2.02 -0.19 0.67
H 1.48 -2.00 0.00
H 0.80 -1.12 1.30
H 0.67 -0.13 -1.72
H 0.74 2.86 0.25
```